Computed, not measured: a cluster of 6 separate species, C22H31F5O19S in total, with ωB97M-V/def2-TZVPD.

ORCA input file:
```
! wB97M-V def2-TZVPD RIJCOSX def2/J DEFGRID3
* xyz 0 1
C 4.9684 3.6667 -0.1670
C 6.2023 2.7708 -0.2143
C 6.3764 2.0671 -1.5696
C 6.7493 0.6054 -1.4627
O 5.5291 -0.1222 -1.1522
S 5.6481 -1.6445 -0.6220
O 6.6352 -1.6648 0.4371
O 4.2344 -1.6238 0.1552
C 3.0124 -1.8187 -0.6055
O 2.1124 -0.8453 -0.2954
C 2.4087 0.4414 -0.8631
C 1.2718 1.3791 -0.5399
H 4.8973 4.2814 -1.0681
H 4.9876 4.3385 0.6927
H 4.0492 3.0785 -0.1011
H 7.0899 3.3691 0.0053
H 6.1403 2.0154 0.5754
H 5.4482 2.1294 -2.1446
H 7.1381 2.5641 -2.1752
H 7.1660 0.2145 -2.3954
H 7.4604 0.4190 -0.6548
H 3.2738 -1.8267 -1.6727
H 2.5909 -2.7746 -0.2987
H 2.5317 0.3157 -1.9473
H 3.3631 0.7920 -0.4611
H 1.3036 2.2528 -1.1920
H 0.3111 0.8867 -0.6936
H 1.3131 1.7275 0.4923
C -3.7111 0.5275 0.0682
C -4.0220 1.3100 1.3309
O -2.9087 2.1748 1.4460
C -2.3061 2.2925 0.2348
O -1.4386 3.0600 -0.0169
O -2.8436 1.4141 -0.6430
F -4.0726 0.5090 2.4226
H -3.1677 -0.3826 0.3304
H -4.5829 0.3026 -0.5358
H -4.9388 1.8966 1.2873
C -7.7898 -2.9315 0.9125
C -6.6661 -2.6939 1.9052
O -6.1457 -1.4411 1.4915
C -7.0835 -0.7911 0.7628
O -6.9818 0.3384 0.4017
O -8.1337 -1.5956 0.5163
F -5.6909 -3.6262 1.8162
H -7.4120 -3.4775 0.0467
H -8.6603 -3.4094 1.3441
H -6.9866 -2.6136 2.9446
C 5.4043 1.3521 -5.9788
C 6.0953 2.0212 -7.1559
O 6.4139 3.2974 -6.6480
C 6.4252 3.2504 -5.2873
O 6.8203 4.1135 -4.5819
O 5.9416 2.0580 -4.8619
F 5.2651 2.1588 -8.2177
H 4.3294 1.5322 -6.0432
H 5.6114 0.2917 -5.8753
H 7.0103 1.5333 -7.4962
C 4.9627 -2.7255 3.1714
C 3.5190 -3.1794 3.0950
O 3.1460 -3.2934 4.4492
C 3.9940 -2.5361 5.2063
O 3.8408 -2.3115 6.3588
O 5.0075 -2.0732 4.4440
F 3.3924 -4.3932 2.4929
H 5.6258 -3.5924 3.1875
H 5.2443 -2.0353 2.3860
H 2.8471 -2.4801 2.5931
C -12.7739 -1.0490 2.0971
C -11.9463 -0.1950 3.0440
O -11.0478 -1.1345 3.6039
C -10.9636 -2.2103 2.7841
O -10.1634 -3.0817 2.8969
O -11.8944 -2.1393 1.8122
F -12.6984 0.3402 4.0322
H -13.6551 -1.4216 2.6218
H -13.0528 -0.5572 1.1712
H -11.3714 0.6024 2.5710
*
```

Properties
- HOMO-LUMO gap: 10.4 eV
- HOMO: -10.210 eV

From a Mulliken analysis of the wavefunction, the atomic charges in e read: atom 1 (C): -1.1536, atom 2 (C): -0.3991, atom 3 (C): -0.2196, atom 4 (C): -0.9185, atom 5 (O): -0.0354, atom 6 (S): 0.4426, atom 7 (O): -0.5638, atom 8 (O): -0.1784, atom 9 (C): -0.4481, atom 10 (O): -0.3371, atom 11 (C): 0.2436, atom 12 (C): -1.4083, atom 13 (H): 0.2982, atom 14 (H): 0.4013, atom 15 (H): 0.1407, atom 16 (H): 0.4468, atom 17 (H): 0.2377, atom 18 (H): 0.1430, atom 19 (H): 0.3863, atom 20 (H): 0.3643, atom 21 (H): 0.4503, atom 22 (H): 0.3614, atom 23 (H): 0.3530, atom 24 (H): 0.2214, atom 25 (H): 0.0757, atom 26 (H): 0.3864, atom 27 (H): 0.3655, atom 28 (H): 0.3689, atom 29 (C): -0.2356, atom 30 (C): 0.4463, atom 31 (O): -0.3272, atom 32 (C): 0.5459, atom 33 (O): -0.4975, atom 34 (O): -0.3659, atom 35 (F): -0.2995, atom 36 (H): 0.2907, atom 37 (H): 0.1609, atom 38 (H): 0.2937, atom 39 (C): -0.4096, atom 40 (C): 0.3539, atom 41 (O): -0.2625, atom 42 (C): 0.6651, atom 43 (O): -0.5161, atom 44 (O): -0.3747, atom 45 (F): -0.2832, atom 46 (H): 0.2768, atom 47 (H): 0.2815, atom 48 (H): 0.2892, atom 49 (C): -0.4448, atom 50 (C): 0.3086, atom 51 (O): -0.3472, atom 52 (C): 0.5735, atom 53 (O): -0.4723, atom 54 (O): -0.1706, atom 55 (F): -0.2871, atom 56 (H): 0.2774, atom 57 (H): 0.2726, atom 58 (H): 0.2713, atom 59 (C): -0.0642, atom 60 (C): 0.4731, atom 61 (O): -0.3760, atom 62 (C): 0.5874, atom 63 (O): -0.5033, atom 64 (O): -0.3454, atom 65 (F): -0.3088, atom 66 (H): 0.2487, atom 67 (H): -0.0107, atom 68 (H): 0.2805, atom 69 (C): -0.3965, atom 70 (C): 0.3072, atom 71 (O): -0.2992, atom 72 (C): 0.7148, atom 73 (O): -0.5686, atom 74 (O): -0.3199, atom 75 (F): -0.2825, atom 76 (H): 0.2879, atom 77 (H): 0.2616, atom 78 (H): 0.2752

***

Computed, not measured: a structure of composition C22H31FN5O5Ru, with ωB97M-V/def2-TZVPD.

ORCA input file:
```
! wB97M-V def2-TZVPD RIJCOSX def2/J DEFGRID3
* xyz 2 2
Ru -2.4993 2.5636 1.5150
N -3.4547 5.9628 3.6083
C -2.8906 4.9457 2.9677
O -3.5444 3.9141 2.7117
C -1.4592 5.0325 2.5277
C -0.9529 3.6169 2.2489
H -4.4150 5.8903 3.9058
H -2.9250 6.7742 3.8739
H -0.8645 5.5368 3.2946
H -1.4232 5.6578 1.6322
H -0.7006 3.1108 3.1831
H -0.0881 3.6014 1.5851
C 2.6101 -2.7385 3.0751
C 1.2697 -3.1640 2.4979
N 0.5432 -2.0401 1.8798
C -0.4078 -1.4230 2.5833
C -1.1144 -0.3191 2.1661
C -2.1839 0.1375 3.1357
O -2.5639 -0.6478 3.9735
O -2.6326 1.3585 3.0369
C -0.8561 0.2107 0.8877
O -1.4475 1.2010 0.3671
C 0.1663 -0.4738 0.0982
C 0.4700 -0.0105 -1.1878
C 1.4247 -0.6411 -1.9282
F 1.6736 -0.2175 -3.1821
C 2.1527 -1.7358 -1.4318
C 1.8568 -2.1894 -0.1644
C 0.8572 -1.5803 0.6091
N 3.1701 -2.3961 -2.1773
C 2.7888 -3.6521 -2.8052
C 4.0280 -4.4847 -3.0781
N 4.9823 -3.6859 -3.9260
C 5.3186 -2.3626 -3.2875
C 4.0285 -1.6030 -3.0432
H 3.0998 -3.5948 3.5369
H 2.4710 -1.9762 3.8414
H 3.2742 -2.3334 2.3115
H 0.6251 -3.5550 3.2818
H 1.3735 -3.9558 1.7571
H -0.6476 -1.8378 3.5545
H -0.0682 0.8357 -1.5912
H 2.4414 -3.0098 0.2254
H 2.2360 -3.4884 -3.7446
H 2.1372 -4.2174 -2.1413
H 3.7930 -5.4041 -3.6107
H 4.5548 -4.7168 -2.1544
H 4.5556 -3.5140 -4.8403
H 5.8338 -4.2229 -4.0977
H 5.9838 -1.8268 -3.9618
H 5.8348 -2.5852 -2.3558
H 3.5585 -1.3660 -4.0077
H 4.2714 -0.6579 -2.5607
C -5.2820 2.0943 -2.4428
N -4.5630 2.3978 -1.2104
C -4.8885 1.6008 -0.0338
C -3.6475 3.3479 -1.1710
O -2.9620 3.6609 -0.1791
H -6.3511 2.2405 -2.2946
H -5.1007 1.0603 -2.7346
H -4.9409 2.7515 -3.2387
H -5.9229 1.2715 -0.1035
H -4.8206 2.2155 0.8707
H -4.2462 0.7214 0.0379
H -3.5199 3.9148 -2.0951
*
```

Properties
- Energy relative to the best compared isomer or geometry (same formula, charge and spin): 1.1 kcal per mole
- HOMO-LUMO gap (alpha / beta): 8.0 / 7.7 eV
- HOMO (alpha / beta): -12.970 / -12.624 eV

From a Mulliken analysis of the wavefunction, the atomic charges in e read: atom 1 (Ru): 0.5760, atom 2 (N): -0.3783, atom 3 (C): 0.6810, atom 4 (O): -0.4650, atom 5 (C): -0.7402, atom 6 (C): -0.8254, atom 7 (H): 0.2586, atom 8 (H): 0.2068, atom 9 (H): 0.4800, atom 10 (H): 0.2981, atom 11 (H): 0.4076, atom 12 (H): 0.4004, atom 13 (C): -1.0073, atom 14 (C): -0.9548, atom 15 (N): 0.1635, atom 16 (C): -0.2493, atom 17 (C): -0.3006, atom 18 (C): 0.2215, atom 19 (O): -0.6544, atom 20 (O): -0.5753, atom 21 (C): 2.0270, atom 22 (O): -1.0058, atom 23 (C): 0.8418, atom 24 (C): -0.6162, atom 25 (C): 0.4172, atom 26 (F): -0.3368, atom 27 (C): -1.5815, atom 28 (C): -0.8255, atom 29 (C): 0.3945, atom 30 (N): 0.3424, atom 31 (C): -0.5007, atom 32 (C): -0.7357, atom 33 (N): -0.1489, atom 34 (C): -0.9574, atom 35 (C): -0.5907, atom 36 (H): 0.3811, atom 37 (H): 0.3426, atom 38 (H): 0.3181, atom 39 (H): 0.4720, atom 40 (H): 0.4116, atom 41 (H): 0.5574, atom 42 (H): 0.5793, atom 43 (H): 0.5332, atom 44 (H): 0.2602, atom 45 (H): 0.4576, atom 46 (H): 0.4057, atom 47 (H): 0.3592, atom 48 (H): 0.4010, atom 49 (H): 0.3540, atom 50 (H): 0.4307, atom 51 (H): 0.3605, atom 52 (H): 0.4456, atom 53 (H): 0.4872, atom 54 (C): -0.9029, atom 55 (N): 0.2158, atom 56 (C): -1.0539, atom 57 (C): 0.0808, atom 58 (O): -0.6099, atom 59 (H): 0.3475, atom 60 (H): 0.3441, atom 61 (H): 0.2872, atom 62 (H): 0.4457, atom 63 (H): 0.4620, atom 64 (H): 0.1881, atom 65 (H): 0.3720

***

Computed, not measured: the ion C22H31N2S with charge +1 in a non-equilibrium geometry, with ωB97M-V/def2-TZVPD.

ORCA input file:
```
! wB97M-V def2-TZVPD RIJCOSX def2/J DEFGRID3
* xyz 1 1
C -1.2258 -0.0087 3.2099
C -0.6508 1.2736 2.5855
C 0.8672 1.3520 2.5613
S 1.6588 -0.0885 1.8526
C 0.8715 -1.4033 2.7799
C -0.6464 -1.3343 2.6961
H -1.0680 0.0324 4.3010
H -2.3138 -0.0209 3.0319
H -1.0418 1.4203 1.5710
H -0.9932 2.1446 3.1670
H 1.2301 2.2233 1.9965
H 1.2435 1.4164 3.5906
H 1.2809 -2.3550 2.4170
H 1.1866 -1.2667 3.8206
H -1.0374 -2.1694 3.2995
H -0.9753 -1.5232 1.6674
C 3.3243 6.0189 -1.1229
N 2.2435 5.2738 -1.7329
C 1.5409 5.9563 -2.8029
C 1.9449 3.9835 -1.3815
C 0.6258 3.4759 -1.5690
C 0.2955 2.2040 -1.1302
C 1.2953 1.3279 -0.6745
C 0.9534 -0.0482 -0.2748
C 1.6680 -1.1847 -0.8715
C 1.5506 -2.4143 -0.2089
C 2.3631 -3.4895 -0.5160
C 3.0952 -3.4830 -1.7356
N 3.7725 -4.6103 -2.1363
C 4.2625 -4.7527 -3.4945
C 4.4392 -5.4803 -1.1841
C 3.0628 -2.2994 -2.5195
C 2.4501 -1.1397 -2.0502
C 2.6161 1.7995 -0.5541
C 2.9207 3.1274 -0.8076
H 3.3736 5.8469 -0.0405
H 4.3081 5.7781 -1.5523
H 3.1327 7.0835 -1.2909
H 0.5983 5.4442 -3.0299
H 1.3381 6.9907 -2.4890
H 2.1494 5.9880 -3.7263
H -0.1641 4.0904 -2.0118
H -0.7482 1.8753 -1.1403
H -0.1036 -0.2247 -0.0512
H 0.8127 -2.5104 0.5866
H 2.3751 -4.3624 0.1417
H 3.4699 -4.5367 -4.2206
H 5.1395 -4.1155 -3.6979
H 4.5551 -5.7966 -3.6365
H 3.9705 -5.4526 -0.1974
H 4.3961 -6.5088 -1.5635
H 5.5020 -5.2050 -1.0772
H 3.5653 -2.2975 -3.4843
H 2.5511 -0.2094 -2.6164
H 3.3920 1.1184 -0.1968
H 3.9308 3.4857 -0.6210
*
```

Properties
- HOMO-LUMO gap: 7.0 eV
- HOMO: -10.200 eV

From a Mulliken analysis of the wavefunction, the atomic charges in e read: atom 1 (C): -0.7412, atom 2 (C): -0.4716, atom 3 (C): -0.6750, atom 4 (S): 0.1364, atom 5 (C): -0.8453, atom 6 (C): -0.5020, atom 7 (H): 0.3488, atom 8 (H): 0.3243, atom 9 (H): 0.1586, atom 10 (H): 0.4057, atom 11 (H): 0.3061, atom 12 (H): 0.5884, atom 13 (H): 0.5135, atom 14 (H): 0.5307, atom 15 (H): 0.4584, atom 16 (H): 0.2563, atom 17 (C): -1.0851, atom 18 (N): 0.0937, atom 19 (C): -0.8516, atom 20 (C): 1.2591, atom 21 (C): -0.9323, atom 22 (C): -0.7668, atom 23 (C): 0.0896, atom 24 (C): -0.4643, atom 25 (C): -0.1667, atom 26 (C): -1.1349, atom 27 (C): -0.9565, atom 28 (C): 1.1562, atom 29 (N): 0.0387, atom 30 (C): -1.1252, atom 31 (C): -0.9029, atom 32 (C): -0.4100, atom 33 (C): -0.9565, atom 34 (C): -0.0704, atom 35 (C): -0.9307, atom 36 (H): 0.3743, atom 37 (H): 0.3260, atom 38 (H): 0.3327, atom 39 (H): 0.2470, atom 40 (H): 0.3319, atom 41 (H): 0.2987, atom 42 (H): 0.2319, atom 43 (H): 0.4478, atom 44 (H): 0.8213, atom 45 (H): 0.9858, atom 46 (H): 0.2331, atom 47 (H): 0.3821, atom 48 (H): 0.3658, atom 49 (H): 0.3128, atom 50 (H): 0.2740, atom 51 (H): 0.3203, atom 52 (H): 0.3095, atom 53 (H): 0.4355, atom 54 (H): 0.4196, atom 55 (H): 0.4509, atom 56 (H): 0.4233

***

Computed, not measured: the molecule C22H31N3O2, with ωB97M-V/def2-TZVPD.

ORCA input file:
```
! wB97M-V def2-TZVPD RIJCOSX def2/J DEFGRID3
* xyz 0 1
C -3.4893 -1.3001 -0.2150
C -2.1836 -0.5952 -0.0638
C -0.9196 -1.1032 0.0490
C -0.0175 -0.0023 0.1393
C 1.4624 -0.0192 0.2116
O 2.1437 0.6414 -0.5610
N 2.0337 -0.7960 1.1926
C 3.4802 -0.8446 1.2818
C 4.0320 -0.1332 2.5418
N 3.1270 0.8680 3.0829
C 2.8496 1.9999 2.3666
O 1.8258 2.6506 2.5344
C 3.8377 2.5344 1.3936
C 4.9089 2.1865 0.6678
C 5.0003 3.5142 -0.0437
C 3.7320 3.9081 0.7725
C 2.1336 0.3559 4.0445
C 1.7555 1.3720 5.1211
C 0.8417 0.7289 6.1618
C -0.3956 0.1213 5.5066
C -0.0015 -0.8863 4.4319
C 0.9060 -0.2630 3.3725
C 1.2800 -1.3172 2.3281
C -0.7664 1.1485 0.0765
C -0.3508 2.5784 0.1127
N -2.0831 0.7780 -0.0301
C -3.1868 1.7066 -0.1301
H -3.3099 -2.3719 -0.2761
H -4.1557 -1.1237 0.6331
H -4.0178 -0.9980 -1.1220
H -0.6653 -2.1514 0.0277
H 3.8105 -1.8874 1.2859
H 3.8614 -0.3669 0.3832
H 4.2143 -0.8552 3.3373
H 4.9953 0.3211 2.3197
H 5.4930 1.2836 0.5561
H 5.8938 4.0983 0.1816
H 4.8575 3.4784 -1.1241
H 2.8371 4.0489 0.1671
H 3.8446 4.7499 1.4555
H 2.6590 -0.4562 4.5634
H 2.6724 1.7378 5.5902
H 1.2562 2.2250 4.6663
H 1.3847 -0.0536 6.7045
H 0.5481 1.4768 6.9012
H -1.0277 -0.3572 6.2579
H -0.9901 0.9194 5.0499
H 0.5235 -1.7277 4.9035
H -0.8893 -1.3021 3.9475
H 0.3592 0.5360 2.8616
H 0.3671 -1.7940 1.9808
H 1.8921 -2.1005 2.7887
H 0.7312 2.6397 0.0436
H -0.7844 3.1345 -0.7218
H -0.6480 3.0673 1.0435
H -3.0309 2.5453 0.5461
H -3.2946 2.0934 -1.1458
H -4.1109 1.2083 0.1517
*
```

Properties
- SMILES: Cc1cc(C(=O)N2CCN(C(=O)C3=CCC3)[C@H]3CCCC[C@@H]3C2)c(C)n1C
- Energy relative to the best compared isomer or geometry (same formula, charge and spin): 40.5 kcal per mole
- HOMO-LUMO gap: 8.5 eV
- HOMO: -7.767 eV

From a Mulliken analysis of the wavefunction, the atomic charges in e read: atom 1 (C): -1.7390, atom 2 (C): 0.3962, atom 3 (C): -0.9335, atom 4 (C): 1.7027, atom 5 (C): 0.4616, atom 6 (O): -0.6806, atom 7 (N): 0.3604, atom 8 (C): -0.9231, atom 9 (C): -1.1383, atom 10 (N): 0.3452, atom 11 (C): 0.5421, atom 12 (O): -0.6341, atom 13 (C): 0.4638, atom 14 (C): -0.6641, atom 15 (C): -0.4765, atom 16 (C): -0.6817, atom 17 (C): -0.9296, atom 18 (C): -1.1228, atom 19 (C): -0.7898, atom 20 (C): -0.6709, atom 21 (C): -1.1839, atom 22 (C): 2.3942, atom 23 (C): -2.2016, atom 24 (C): -0.3554, atom 25 (C): -1.5219, atom 26 (N): 0.1761, atom 27 (C): -1.1454, atom 28 (H): 0.3878, atom 29 (H): 0.3634, atom 30 (H): 0.3550, atom 31 (H): 0.6239, atom 32 (H): 0.3655, atom 33 (H): 0.5222, atom 34 (H): 0.4329, atom 35 (H): 0.6029, atom 36 (H): 0.3484, atom 37 (H): 0.2665, atom 38 (H): 0.2744, atom 39 (H): 0.0546, atom 40 (H): 0.2994, atom 41 (H): 0.5908, atom 42 (H): 0.3747, atom 43 (H): 0.3161, atom 44 (H): 0.3461, atom 45 (H): 0.3988, atom 46 (H): 0.4034, atom 47 (H): 0.3473, atom 48 (H): 0.3700, atom 49 (H): 0.3886, atom 50 (H): -0.2295, atom 51 (H): 0.2368, atom 52 (H): 0.5541, atom 53 (H): -0.0814, atom 54 (H): 0.5483, atom 55 (H): 0.3888, atom 56 (H): 0.3883, atom 57 (H): 0.2977, atom 58 (H): 0.4143

***

Which DFT total energy belongs to each record? In order, -86641.8076 -46292.8403 -37125.6929 -31882.6018 eV.